(1)
DFT (the ωB97M-V functional and the def2-TZVPD basis) results for C42H42Br2NOPTl as an isolated structure.

Geometry as XYZ:
```
90
Properties=species:S:1:pos:R:3:forces:R:3
Tl -1.449143 1.758630 1.473048 -0.2 -0.1 0.0
Br -3.276842 2.845319 3.976672 0.0 -0.2 0.0
C -3.562679 1.164516 4.859791 0.0 0.3 0.0
C -4.245706 1.241016 6.039573 0.0 0.0 0.0
C -4.505607 0.064597 6.769263 0.0 -0.1 0.0
C -4.080172 -1.133804 6.276045 0.0 0.0 0.0
C -3.366779 -1.214442 5.054842 0.1 0.1 -0.1
C -2.916842 -2.469412 4.584160 0.0 0.0 0.0
C -2.149395 -2.535048 3.459648 -0.1 -0.1 0.0
C -1.829818 -1.357608 2.752381 0.1 0.1 -0.2
C -2.277834 -0.097317 3.087514 0.1 0.1 0.1
C -3.057413 -0.038126 4.293288 -0.1 -0.1 0.0
H -4.582277 2.199360 6.410813 0.0 0.0 0.0
H -5.029996 0.126075 7.714926 0.0 0.0 0.0
H -4.262071 -2.053814 6.822471 0.0 0.0 0.0
H -3.178457 -3.361068 5.144988 0.0 0.0 0.0
H -1.785974 -3.494299 3.103922 0.0 0.0 0.0
H -1.183582 -1.470275 1.882115 0.0 0.0 0.0
N -1.377825 2.248787 -1.917365 -0.2 -0.2 -0.1
C -2.467319 1.696526 -2.547572 0.1 -0.1 0.1
C -3.167084 2.464866 -3.495169 0.0 0.0 0.0
C -4.266237 1.961166 -4.156609 0.1 0.0 0.0
C -4.700849 0.665233 -3.904326 -0.1 -0.1 0.0
C -4.038511 -0.089574 -2.952395 0.0 0.1 0.0
C -2.939284 0.397816 -2.246801 0.1 0.1 0.2
P -2.173393 -0.575807 -0.861388 -0.3 0.0 -0.6
C -3.695785 -1.363256 -0.205478 0.1 0.1 0.1
C -4.703702 -0.497456 0.227487 0.0 0.0 0.0
C -5.840949 -0.985720 0.846094 0.0 0.0 0.0
C -5.986904 -2.352695 1.052633 0.0 0.0 0.0
C -4.980622 -3.216647 0.653754 0.0 0.0 0.1
C -3.836681 -2.724401 0.036235 0.1 0.0 0.0
C -1.357950 -1.907786 -1.837068 0.2 0.0 0.2
C -2.016778 -2.858319 -2.617489 0.0 0.0 0.0
C -1.297359 -3.775262 -3.367596 0.0 0.0 0.0
C 0.091948 -3.754657 -3.350552 0.1 0.1 0.0
C 0.757518 -2.826397 -2.564860 0.0 0.0 0.0
C 0.037285 -1.910937 -1.806081 0.0 0.0 0.1
H -0.640247 1.654924 -1.545916 0.0 0.1 0.3
H -1.027450 3.105614 -2.309763 -0.1 0.0 0.0
H -2.821731 3.473343 -3.699484 0.0 0.0 0.0
H -4.789418 2.576026 -4.879108 0.0 0.0 0.0
H -5.558788 0.257641 -4.424370 0.0 0.0 0.0
H -4.411747 -1.080094 -2.726223 0.0 0.0 0.0
H -4.581714 0.571625 0.087308 -0.1 0.0 0.0
H -6.611164 -0.300671 1.179567 0.0 0.0 0.0
H -6.875016 -2.739821 1.537060 0.0 0.0 0.0
H -5.076874 -4.279566 0.840124 0.0 0.0 0.0
H -3.043971 -3.409343 -0.239575 0.0 0.0 0.0
H -3.097998 -2.889888 -2.641006 0.0 0.0 0.0
H -1.820808 -4.511068 -3.965987 0.0 0.0 0.0
H 0.655633 -4.459305 -3.950374 0.0 0.0 0.0
H 1.839926 -2.818042 -2.540910 0.0 0.0 0.0
H 0.548451 -1.185682 -1.176500 0.0 0.0 -0.1
C 6.924108 -0.331001 0.440190 0.0 0.1 0.0
C 6.397314 0.951262 1.110775 0.0 0.0 -0.1
C 7.210596 2.146725 0.596092 0.0 0.0 0.0
C 6.630572 0.837249 2.618607 0.0 0.0 -0.1
C 4.916118 1.109007 0.772505 0.0 -0.1 0.0
C 3.900324 0.947124 1.704037 0.0 0.1 0.0
C 2.583799 1.010988 1.300954 -0.2 0.0 0.3
Br 1.278502 0.812827 2.709934 0.2 -0.1 -0.3
C 2.113724 1.196184 -0.033406 -0.1 0.0 0.0
O 0.863726 1.184482 -0.314694 0.1 0.0 0.0
C 3.188308 1.391392 -0.977562 0.1 0.0 0.0
C 4.507260 1.334344 -0.539602 -0.1 0.0 0.0
C 3.010199 1.638054 -2.492125 0.0 0.0 0.0
C 1.558819 1.757728 -2.966114 0.1 0.0 0.0
C 3.655797 0.477097 -3.270863 0.0 0.0 0.0
C 3.704792 2.952070 -2.889494 0.0 0.0 0.0
H 7.952058 -0.543316 0.755218 0.0 0.0 0.0
H 6.912330 -0.229823 -0.647452 0.0 0.0 0.0
H 6.293557 -1.182505 0.703600 0.0 0.0 0.0
H 8.277024 1.982310 0.781907 0.0 0.0 0.0
H 6.907904 3.066554 1.102632 0.0 0.0 0.0
H 7.077388 2.293960 -0.477031 0.0 0.0 0.0
H 7.704249 0.811310 2.821644 0.0 0.0 0.0
H 6.188582 -0.076702 3.021588 0.0 0.0 0.0
H 6.202742 1.692313 3.146594 0.0 0.0 0.0
H 4.114490 0.775676 2.750925 0.0 0.0 0.0
H 5.280714 1.466494 -1.289327 0.0 0.0 0.0
H 0.971611 0.882105 -2.704357 0.0 0.0 0.0
H 1.547951 1.871377 -4.055671 0.0 0.0 0.0
H 1.086040 2.634957 -2.525020 0.0 -0.1 0.0
H 3.254951 -0.475791 -2.920199 0.0 0.0 0.0
H 4.740526 0.453170 -3.144677 0.0 0.0 0.0
H 3.439877 0.567933 -4.340284 0.0 0.0 0.0
H 3.267515 3.790812 -2.342915 0.0 0.0 0.0
H 3.574732 3.131007 -3.961911 0.0 0.0 0.0
H 4.775826 2.937176 -2.680225 0.0 0.0 0.0
```
Forces are in eV/Å.

The charge is -1. Its frontier orbital gap is 0.243 hartree. As for the max |F|: 0.663 eV/Å. Its total energy is -7417.59532 hartree. Its spin multiplicity is 1. As for the relative energy (zero: lowest compared OMol25 entry of this formula, charge and spin): 0.0 kcal per mole.



(2)
DFT (the ωB97M-V functional and the def2-TZVPD basis) results for an isolated molecule of C15H11ClN2O3S in a non-equilibrium geometry.

Geometry as XYZ:
```
33
Properties=species:S:1:pos:R:3:forces:R:3
O -4.332492 -1.369475 -0.573721 0.3 -0.3 0.0
C -3.313231 -0.813570 -0.210814 0.2 0.4 0.2
N -3.286655 0.513372 0.121258 0.5 -0.2 0.1
C -4.406015 1.300451 0.063137 -1.0 -0.2 -0.3
N -4.407439 2.553972 0.369697 0.9 -0.1 0.2
C -5.647360 3.081495 0.220908 -0.6 -0.1 -0.2
C -6.600922 2.216151 -0.204217 0.2 -0.1 0.0
S -5.938117 0.638230 -0.441563 0.0 0.7 0.2
H -7.637229 2.409061 -0.389259 -0.2 0.1 0.0
H -5.788378 4.123114 0.443928 -0.1 0.2 0.0
H -2.425720 0.956037 0.411914 -0.1 0.0 0.0
C -2.020659 -1.486561 -0.090202 0.1 -1.3 -0.3
C -1.676850 -2.785496 -0.372454 -0.4 0.9 0.1
C -0.303788 -2.899099 -0.079425 0.3 0.6 0.3
C 0.097969 -1.668493 0.363724 0.5 -0.8 0.0
O -0.936110 -0.808514 0.358606 -0.1 0.4 0.1
C 1.436225 -1.164229 0.789599 -0.2 0.1 0.1
H 2.002305 -1.980027 1.258109 -0.1 0.1 0.0
O 2.107839 -0.699337 -0.368359 0.0 0.1 -0.2
C 3.355804 -0.170781 -0.231703 0.2 0.1 0.0
C 4.052050 -0.063043 0.966647 -0.3 -0.1 0.0
C 5.320269 0.494817 0.984644 0.2 0.1 -0.2
C 5.894441 0.945371 -0.189581 -0.2 -0.1 0.1
C 5.209572 0.842820 -1.392333 0.0 0.0 0.1
C 3.948449 0.287616 -1.409954 -0.2 -0.1 0.1
H 3.395595 0.196782 -2.330931 -0.1 0.0 -0.1
H 5.662769 1.196314 -2.304686 0.1 0.0 -0.1
Cl 7.476844 1.641822 -0.160172 0.2 0.1 0.0
H 5.858232 0.577229 1.915825 0.1 0.0 0.1
H 3.625957 -0.407359 1.895437 -0.1 0.0 0.1
H 1.304654 -0.344305 1.508605 0.1 -0.1 0.0
H 0.308271 -3.771180 -0.181184 0.2 -0.2 0.0
H -2.336268 -3.543177 -0.741486 -0.2 -0.1 -0.1
```
Forces are in eV/Å.

Its frontier orbital gap is 0.318 hartree. Its structure (SMILES) is O=C(Nc1nccs1)c1ccc(COc2ccc(Cl)cc2)o1. As for the max |F|: 1.328 eV/Å. Its total energy is -1771.81965 hartree. Its spin multiplicity is 1. As for the relative energy (zero: lowest compared OMol25 entry of this formula, charge and spin): 0.0 kcal per mole.



(3)
DFT (the ωB97M-V functional and the def2-TZVPD basis) results for an isolated molecule of C5H8 in a non-equilibrium geometry.

Geometry as XYZ:
```
13
Properties=species:S:1:pos:R:3:forces:R:3
C -0.962388 0.145070 -1.112599 2.8 1.5 -2.1
C -0.063312 -0.165145 0.098014 -5.0 -1.2 -2.2
C -1.041420 -0.928617 0.810399 3.3 0.6 3.0
C 0.887802 0.933807 0.621933 2.1 -1.0 0.0
C 1.495526 -0.072520 -0.310348 -1.4 0.6 1.0
H -0.324546 0.699868 -1.834148 -0.6 1.0 0.6
H -1.879586 0.622326 -0.810884 -0.4 0.2 -0.4
H -1.030850 -0.680914 -1.820286 -0.8 -0.8 0.8
H -0.923653 -1.181448 1.888356 0.2 -0.2 -0.8
H -2.034316 -1.153486 0.446109 0.3 -0.1 -0.5
H 0.691094 1.945091 0.237648 -0.7 -0.7 -0.3
H 1.091757 0.982189 1.702705 0.2 -0.1 -0.3
H 2.242002 -0.855045 -0.163384 -0.1 0.3 1.2
```
Forces are in eV/Å.

Its frontier orbital gap is 0.228 hartree. As for the max |F|: 5.608 eV/Å. Its total energy is -195.06740 hartree. Its spin multiplicity is 1. As for the relative energy (zero: lowest compared OMol25 entry of this formula, charge and spin): 141.0 kcal per mole.



(4)
DFT (the ωB97M-V functional and the def2-TZVPD basis) results for an isolated molecule of C8H10 in a non-equilibrium geometry.

Geometry as XYZ:
```
18
Properties=species:S:1:pos:R:3:forces:R:3
C 1.997468 -0.154220 1.594250 -0.9 0.2 1.1
C 1.379228 -0.855113 0.264893 -1.0 0.6 6.0
C -0.045722 -0.264462 0.018320 3.2 -3.4 -4.3
C -0.761154 0.705818 0.443753 1.6 4.8 6.0
C -1.919440 1.438559 0.102302 -1.6 -1.9 -4.0
C -2.569247 0.970753 -1.052095 -1.0 -0.3 3.5
C -0.275743 -0.780740 -1.313036 4.1 -4.8 -9.9
C 0.248899 -1.292870 -2.503460 -4.0 3.2 8.5
H 1.928849 1.003618 1.695860 0.7 -1.9 -1.1
H 2.968074 -0.558431 1.993715 -0.6 0.6 -1.0
H 1.331873 -0.374308 2.433668 -0.2 -0.4 0.0
H 1.319086 -1.984416 0.411864 0.0 1.6 -0.2
H 2.095933 -0.638630 -0.428070 1.0 0.5 -2.6
H -0.382261 1.310575 1.396124 0.0 -2.0 -1.5
H -2.080858 2.211421 0.842401 -1.1 0.2 -0.6
H -2.004872 0.009166 -1.473894 -2.0 2.3 0.2
H -3.734261 1.168146 -1.037637 2.6 -0.2 -1.1
H 0.504149 -1.914864 -3.388958 -0.6 1.0 1.1
```
Forces are in eV/Å.

Its frontier orbital gap is 0.302 hartree. Its structure (SMILES) is C#C/C(=C\C=C)CC. As for the max |F|: 11.801 eV/Å. Its total energy is -310.55425 hartree. Its spin multiplicity is 1. As for the relative energy (zero: lowest compared OMol25 entry of this formula, charge and spin): 176.6 kcal per mole.



(5)
DFT (the ωB97M-V functional and the def2-TZVPD basis) results for a 2-piece molecular cluster, C3H4O2 overall in a non-equilibrium geometry.

Geometry as XYZ:
```
9
Properties=species:S:1:pos:R:3:forces:R:3
C 1.830486 0.170450 -0.687428 -1.1 -0.1 0.8
C 1.422154 0.406463 0.419627 1.5 -0.7 -3.0
C -1.521132 0.130653 0.092268 -1.0 -0.5 0.9
O -1.076149 0.790123 -0.794595 0.1 -0.9 -0.1
O -1.270153 -1.163810 0.505017 -1.1 2.1 -0.1
H 1.804153 -0.066808 -1.696728 0.4 -0.2 -1.2
H 1.607065 0.677616 1.356796 -0.1 0.9 3.6
H -2.278484 0.477348 0.778762 -0.5 0.5 0.3
H -0.517944 -1.422032 0.026285 2.0 -1.1 -1.2
```
Forces are in eV/Å.

Its frontier orbital gap is 0.419 hartree. Its structure (SMILES) is O=CO.C#C. As for the max |F|: 3.749 eV/Å. Its total energy is -267.08853 hartree. Its spin multiplicity is 1. As for the relative energy (zero: lowest compared OMol25 entry of this formula, charge and spin): 65.4 kcal per mole.



(6)
DFT (the ωB97M-V functional and the def2-TZVPD basis) results for C3H6N2S2 as an isolated structure in a non-equilibrium geometry.

Geometry as XYZ:
```
13
Properties=species:S:1:pos:R:3:forces:R:3
C -0.875715 0.169431 0.038668 1.3 -0.7 -0.3
C 1.661266 0.178836 -0.655167 1.1 0.8 -0.2
C -2.254411 0.516072 0.557580 1.0 -0.9 1.1
N -0.576017 -1.058207 -0.145577 2.7 0.0 -0.3
N 1.168889 -1.223954 -0.626554 -3.8 2.3 1.1
S 0.300059 1.412302 -0.405346 -0.1 -0.5 0.1
S 2.834689 0.144509 0.755216 0.2 0.8 -0.2
H 2.289213 0.679642 -1.500760 -1.3 -1.7 0.8
H -2.937475 0.044582 -0.130901 -0.7 0.5 0.1
H -2.370084 1.524149 0.879046 -0.3 1.4 -1.2
H -2.372621 0.151360 1.588797 0.1 -1.1 -0.5
H 0.989184 -1.640746 -1.505624 -0.2 -0.2 -1.4
H 2.143020 -0.897975 1.150618 0.0 -0.6 0.8
```
Forces are in eV/Å.

Its frontier orbital gap is 0.343 hartree. As for the max |F|: 4.574 eV/Å. Its total energy is -1023.68342 hartree. Its spin multiplicity is 1. As for the relative energy (zero: lowest compared OMol25 entry of this formula, charge and spin): 75.0 kcal per mole.